{"formula": "C32H33Cl7NO3PtS", "method": "ωB97M-V/def2-TZVPD", "e_tot_ev": -143094.799, "lumo_energy_ev": 2.2984, "total_charge": -1, "symbols": ["Pt", "Cl", "C", "C", "C", "Cl", "C", "Cl", "C", "Cl", "C", "Cl", "Cl", "C", "Cl", "H", "H", "C", "C", "C", "C", "C", "C", "C", "C", "N", "C", "C", "C", "C", "C", "C", "C", "C", "C", "C", "H", "H", "H", "H", "H", "H", "H", "H", "H", "H", "H", "H", "H", "H", "H", "H", "H", "H", "H", "H", "H", "H", "H", "H", "C", "C", "C", "C", "C", "C", "C", "S", "O", "O", "O", "H", "H", "H", "H", "H", "H", "H"], "coordinates": [[0.41890, -0.91315, 1.61008], [-2.94244, 0.02544, 3.05973], [-1.60565, -0.52866, 3.99307], [-0.41397, -0.90716, 3.37569], [0.53471, -1.48633, 4.21386], [1.86108, -2.12207, 3.27902], [0.41889, -1.63611, 5.57825], [1.67226, -2.40017, 6.48086], [-0.74354, -1.16635, 6.18254], [-0.93560, -1.29225, 7.89239], [-1.75290, -0.62986, 5.38259], [-3.20859, -0.09169, 6.14165], [0.63522, -0.53092, -2.39519], [-0.26087, -0.02586, -3.81976], [-2.02398, -0.08073, -3.58729], [-0.02063, -0.68736, -4.64371], [0.00552, 0.99881, -4.05266], [-3.17835, -3.56285, -1.03088], [-3.16422, -2.08528, -0.73617], [-4.29775, -1.30255, -0.95232], [-4.25310, 0.05575, -0.67321], [-5.46954, 0.92316, -0.87753], [-3.09123, 0.62982, -0.17298], [-1.93579, -0.13157, 0.07639], [-2.01360, -1.50219, -0.24436], [-0.73954, 0.34187, 0.58858], [-0.44443, 1.78518, 0.70300], [-0.62987, 2.48129, -0.66518], [-0.29947, 3.97394, -0.56613], [1.17393, 4.14268, -0.19797], [1.42332, 3.46078, 1.14687], [0.57981, 4.14638, 2.22275], [-0.89980, 3.98823, 1.86922], [-1.17568, 4.63097, 0.50542], [-1.25053, 2.49859, 1.80694], [1.04598, 1.97780, 1.05454], [-4.10948, -3.86099, -1.51498], [-3.07304, -4.14454, -0.11278], [-2.34864, -3.83943, -1.68424], [-5.20837, -1.75235, -1.33438], [-6.28329, 0.35801, -1.33333], [-5.24516, 1.77460, -1.52441], [-5.83139, 1.32425, 0.07233], [-3.12316, 1.68524, 0.04683], [-1.12854, -2.11650, -0.10836], [-1.63513, 2.35777, -1.06018], [0.04787, 1.99558, -1.37197], [-0.49475, 4.44596, -1.53498], [1.43627, 5.20567, -0.14197], [1.80345, 3.68632, -0.96830], [2.48394, 3.53305, 1.40570], [0.84530, 5.20743, 2.29368], [0.77675, 3.69147, 3.19884], [-1.51615, 4.47434, 2.63233], [-0.97184, 5.70695, 0.54705], [-2.23342, 4.51001, 0.24658], [-2.32312, 2.38069, 1.65808], [-1.00823, 2.01321, 2.75807], [1.25634, 1.49180, 2.01182], [1.65939, 1.47682, 0.30121], [5.36150, -3.80762, -5.16982], [4.69482, -3.39062, -3.88661], [3.35375, -3.66735, -3.65316], [2.74650, -3.31590, -2.45438], [3.48392, -2.67527, -1.47425], [4.82672, -2.39289, -1.68774], [5.42051, -2.74427, -2.88710], [2.73264, -2.25937, 0.08291], [1.43380, -2.92659, 0.08576], [3.67244, -2.70903, 1.09206], [2.52098, -0.80307, 0.07896], [4.63147, -3.94380, -5.96799], [5.89370, -4.75373, -5.04423], [6.08976, -3.06474, -5.49794], [2.77192, -4.16918, -4.41876], [1.70369, -3.53347, -2.26794], [5.39839, -1.90472, -0.90902], [6.46933, -2.52132, -3.05148]]}

---

{"formula": "C4H13N2O", "method": "ωB97M-V/def2-TZVPD", "e_tot_ev": -9376.424, "lumo_energy_ev": -7.1916, "total_charge": 1, "symbols": ["N", "C", "C", "C", "O", "C", "N", "H", "H", "H", "H", "H", "H", "H", "H", "H", "H", "H", "H", "H"], "coordinates": [[-1.89629, -0.68537, -1.81366], [-0.26222, -0.30313, 0.83898], [0.85441, -0.23036, -0.09282], [2.28707, -0.05432, 0.49155], [3.06583, -0.01262, -0.68553], [-1.17583, 0.82783, 0.97830], [-2.58068, 0.58791, 0.75132], [-2.07854, 0.00027, -2.53559], [-1.45278, -1.47862, -2.26480], [-1.23128, -0.22610, -1.21139], [-0.08519, -1.01505, 1.64355], [0.69138, 0.71019, -0.62872], [0.92459, -0.95164, -0.90807], [2.59518, -0.86343, 1.15827], [2.40113, 0.88685, 1.02769], [3.92827, -0.40248, -0.50486], [-1.05270, 1.04355, 2.05790], [-0.79875, 1.68366, 0.42585], [-2.78336, -0.14431, 0.08079], [-3.13175, 0.64772, 1.59192]]}

---

{"formula": "C6H10O", "method": "ωB97M-V/def2-TZVPD", "smiles": "C=C(C)/C=C/CO", "e_tot_ev": -8429.310, "lumo_energy_ev": 0.7982, "symbols": ["C", "C", "C", "C", "O", "C", "C", "H", "H", "H", "H", "H", "H", "H", "H", "H", "H"], "coordinates": [[0.60519, 0.22952, -2.53675], [0.69803, 0.49561, -1.07321], [1.35076, 1.53156, -0.48434], [-1.10359, -1.34365, 1.88958], [-1.13866, -0.87311, 3.22432], [0.00507, -0.66411, 1.07621], [-0.24230, -0.18360, -0.15860], [-0.49060, 0.38373, -2.61290], [0.86600, -0.73384, -2.93150], [0.90064, 1.08787, -3.17696], [2.07273, 2.08454, -1.07120], [1.06861, 1.77789, 0.53128], [-0.88891, -2.40715, 1.78423], [-2.04872, -1.11180, 1.37466], [-1.27940, 0.07860, 3.11071], [0.92453, -0.27111, 1.51762], [-1.29938, -0.08094, -0.46317]]}

---

{"formula": "C15H12N4S", "method": "ωB97M-V/def2-TZVPD", "smiles": "c1ccc(CSc2ccc(-c3ccccn3)nn2)nc1", "e_tot_ev": -32543.128, "lumo_energy_ev": -0.1467, "symbols": ["N", "N", "N", "N", "S", "C", "C", "C", "C", "C", "C", "C", "C", "C", "C", "C", "C", "C", "C", "C", "H", "H", "H", "H", "H", "H", "H", "H", "H", "H", "H", "H"], "coordinates": [[1.81230, -0.66122, -0.19652], [1.52590, 0.57850, -0.64652], [0.14186, 3.77676, 0.39402], [-1.20569, -4.43797, 1.14550], [1.86887, -2.55703, 1.64112], [0.05025, 5.03086, -0.06179], [-2.56975, -4.50473, 0.83543], [1.69578, -0.87748, 1.13897], [1.16721, 1.61716, 0.16733], [0.73247, 2.91003, -0.42065], [-0.57842, -3.43455, 0.51086], [0.57359, 5.38526, -1.28358], [-3.26825, -3.67870, -0.04611], [1.36142, 0.13430, 2.03809], [1.01947, 1.36407, 1.55122], [1.17449, 3.19680, -1.71401], [-1.20303, -2.57997, -0.46213], [1.11119, 4.44578, -2.15638], [-2.56752, -2.78703, -0.81741], [0.88952, -3.57250, 0.44721], [-0.46455, 5.77477, 0.54321], [-3.15226, -5.31516, 1.33791], [0.61753, 6.45087, -1.47031], [-4.39569, -3.77187, -0.03232], [1.34946, -0.00401, 3.13624], [0.60324, 2.14649, 2.14729], [1.47528, 2.39378, -2.29754], [-0.56948, -1.77625, -0.84539], [1.41272, 4.71004, -3.16041], [-2.95747, -2.05491, -1.49725], [1.15581, -3.26367, -0.56157], [1.19373, -4.63841, 0.63550]]}

---

{"formula": "C5H6BrNO2", "method": "ωB97M-V/def2-TZVPD", "smiles": "C=C=[N+]([O-])O.CC#CBr", "e_tot_ev": -80901.541, "lumo_energy_ev": 0.5723, "symbols": ["C", "C", "C", "C", "C", "N", "O", "O", "Br", "H", "H", "H", "H", "H", "H"], "coordinates": [[-0.65454, 2.77988, -1.27394], [-0.66292, -1.99796, 0.12129], [0.36808, 2.22965, -0.71076], [-1.54536, -1.36618, -0.37066], [0.38274, -2.81448, 0.62952], [0.93033, 1.39598, 0.02101], [1.40928, 1.71768, 1.32295], [1.11247, 0.20904, -0.22287], [-2.81119, -0.08993, -0.68724], [-1.53838, 2.47946, -0.70624], [-0.72776, 3.43511, -2.16247], [1.64070, 0.92111, 1.77900], [0.02806, -3.35903, 1.48839], [0.97456, -3.50910, -0.12930], [1.09391, -2.03123, 0.90131]]}

---

{"formula": "C16H31MgNP2Se", "method": "ωB97M-V/def2-TZVPD", "e_tot_ev": -107951.694, "lumo_energy_ev": -0.1444, "symbols": ["P", "P", "C", "C", "H", "H", "H", "H", "C", "H", "H", "H", "C", "H", "H", "H", "C", "H", "H", "H", "C", "H", "H", "H", "Mg", "C", "C", "C", "C", "C", "C", "C", "C", "C", "H", "H", "H", "H", "H", "H", "H", "H", "H", "H", "H", "H", "H", "H", "H", "Se", "C", "N"], "coordinates": [[2.34995, -0.00628, -0.92128], [0.00490, -2.18988, -1.43300], [2.78199, -1.66150, -1.66832], [1.59819, -2.29810, -2.38156], [3.15589, -2.29871, -0.85435], [3.59687, -1.48644, -2.37597], [1.40678, -1.82999, -3.35817], [1.76278, -3.36956, -2.51973], [0.28050, -3.62047, -0.31725], [-0.63707, -3.86438, 0.23218], [1.07794, -3.40996, 0.40515], [0.57091, -4.46157, -0.95670], [-1.02421, -2.93462, -2.73191], [-0.57987, -3.90514, -2.95929], [-0.99237, -2.27737, -3.60800], [-2.05788, -3.04180, -2.38258], [3.96431, 0.27543, -0.12131], [3.96111, 1.25503, 0.36906], [4.74831, 0.21915, -0.88204], [4.11740, -0.50342, 0.63512], [2.49953, 0.98607, -2.46236], [1.69178, 0.73233, -3.15777], [3.46904, 0.76896, -2.92786], [2.42521, 2.05359, -2.22593], [-2.42223, 2.73213, 1.88883], [-2.60061, 0.21195, 0.36695], [-2.02227, -0.48985, 1.37083], [-0.58063, -0.91942, 1.55215], [0.38181, 0.05099, 2.27172], [0.64353, 1.36844, 1.61657], [0.23113, 1.80070, 0.41628], [-0.40338, 0.99122, -0.67828], [-1.94757, 0.88736, -0.81181], [-1.76592, 4.49242, 2.71040], [-3.69969, 0.25983, 0.36290], [-2.69082, -0.79155, 2.19687], [-0.11308, -1.26019, 0.61117], [-0.61781, -1.85607, 2.14156], [0.00499, 0.18176, 3.30482], [1.36571, -0.44983, 2.39762], [1.24304, 2.07416, 2.23043], [0.40489, 2.87023, 0.16995], [-0.06820, -0.06171, -0.59830], [0.00190, 1.35794, -1.64080], [-2.35857, 1.88251, -1.04670], [-2.16033, 0.27630, -1.70990], [-2.48394, 5.25670, 2.38571], [-0.75371, 4.69406, 2.34265], [-1.78911, 4.37978, 3.80126], [-6.67397, 2.28966, 4.45261], [-5.16072, 2.30447, 3.55652], [-4.13643, 2.33462, 2.94186]]}

---

{"formula": "C18H32N4O", "method": "ωB97M-V/def2-TZVPD", "smiles": "OCC[C@@H]1CN(CCCn2cccn2)CCN1C1CCCCC1", "e_tot_ev": -27192.746, "lumo_energy_ev": 0.7794, "symbols": ["O", "H", "C", "C", "H", "H", "C", "N", "C", "C", "N", "C", "H", "H", "C", "C", "H", "H", "C", "N", "C", "C", "C", "N", "H", "H", "H", "H", "H", "H", "H", "H", "H", "H", "H", "C", "H", "C", "C", "C", "C", "C", "H", "H", "H", "H", "H", "H", "H", "H", "H", "H", "H", "H", "H"], "coordinates": [[-3.51403, 1.33637, 1.56434], [-3.20487, 2.12874, 1.11109], [-2.79331, 0.23370, 1.06086], [-1.28276, 0.43755, 1.14781], [-1.00383, 0.60807, 2.18843], [-0.99582, 1.32439, 0.58022], [-0.49686, -0.77012, 0.61618], [-0.95253, -1.12390, -0.71365], [-0.46901, -0.21273, -1.72535], [1.02882, 0.09988, -1.62406], [1.34337, 0.57026, -0.28839], [1.00981, -0.46076, 0.67468], [1.58495, -1.38721, 0.48902], [1.26067, -0.09679, 1.67317], [2.71795, 1.03028, -0.18357], [2.83372, 2.49556, -0.63072], [1.94664, 2.75548, -1.20942], [3.70992, 2.63909, -1.26394], [2.94722, 3.44731, 0.56609], [1.86582, 3.27969, 1.49450], [0.61441, 3.76784, 1.40236], [-0.06983, 3.33090, 2.51283], [0.86797, 2.56741, 3.21871], [2.02760, 2.54651, 2.58967], [0.74551, 2.04678, 4.14798], [-1.08751, 3.52740, 2.78141], [0.30947, 4.38541, 0.58117], [2.96363, 4.48486, 0.21757], [3.86904, 3.24114, 1.11524], [3.02431, 0.95432, 0.86174], [3.39552, 0.39511, -0.77855], [1.62519, -0.79686, -1.87450], [1.27913, 0.88115, -2.34626], [-1.01722, 0.73072, -1.62224], [-0.68886, -0.61799, -2.71271], [-1.07455, -2.53032, -1.04369], [-1.32412, -3.03764, -0.10394], [-2.25635, -2.74680, -1.99866], [-2.51543, -4.23671, -2.19951], [-1.27224, -4.92451, -2.75499], [-0.08371, -4.70392, -1.82506], [0.17490, -3.21313, -1.62385], [0.43006, -2.76044, -2.58436], [1.02020, -3.07757, -0.94582], [0.80760, -5.18048, -2.24016], [-0.29019, -5.16848, -0.85776], [-1.45828, -5.99409, -2.87298], [-1.04141, -4.51455, -3.74118], [-3.35570, -4.37728, -2.88276], [-2.78349, -4.69054, -1.24270], [-2.04472, -2.28780, -2.96591], [-3.13929, -2.26001, -1.58212], [-0.69653, -1.62084, 1.27654], [-3.09872, -0.61819, 1.67258], [-3.07643, 0.02993, 0.01925]]}

---

{"formula": "C49H41CaN3O9PS6", "method": "ωB97M-V/def2-TZVPD", "e_tot_ev": -167117.861, "lumo_energy_ev": 1.2602, "total_charge": -1, "symbols": ["Ca", "O", "S", "O", "O", "C", "C", "C", "C", "C", "C", "P", "C", "C", "C", "C", "C", "C", "C", "C", "C", "C", "C", "C", "H", "H", "H", "H", "H", "H", "H", "H", "H", "H", "H", "H", "H", "H", "O", "S", "C", "C", "C", "C", "S", "O", "C", "C", "C", "C", "C", "C", "C", "C", "C", "C", "C", "C", "H", "H", "H", "H", "H", "H", "H", "H", "H", "H", "H", "H", "H", "H", "H", "H", "H", "H", "S", "C", "S", "C", "N", "N", "C", "C", "C", "C", "C", "C", "S", "H", "H", "H", "H", "H", "O", "C", "O", "C", "C", "C", "C", "C", "C", "N", "O", "O", "H", "H", "H", "H"], "coordinates": [[-13.35257, 2.94452, 23.12616], [-13.73732, 5.61513, 25.47371], [-14.06525, 4.46874, 26.30847], [-13.12951, 4.16351, 27.36037], [-14.33420, 3.27380, 25.51735], [-15.60505, 4.87294, 26.99737], [-15.55732, 4.79738, 28.38942], [-16.54129, 5.42053, 29.10441], [-17.67496, 5.91266, 28.45355], [-17.78118, 5.81525, 27.06108], [-16.69416, 5.38247, 26.28988], [-16.65785, 5.50657, 24.43980], [-18.44883, 5.39387, 24.10739], [-19.25379, 4.36620, 24.63942], [-20.45477, 4.09565, 24.03161], [-20.93173, 4.79294, 22.91442], [-20.15419, 5.82091, 22.43070], [-18.96562, 6.14124, 23.04235], [-16.31514, 7.25887, 24.25607], [-17.14996, 8.28530, 24.77014], [-16.87205, 9.62213, 24.55860], [-15.72638, 9.98374, 23.88971], [-14.92145, 9.00295, 23.30746], [-15.22380, 7.64508, 23.45591], [-14.65086, 4.37367, 28.82575], [-16.48518, 5.58710, 30.19227], [-18.44299, 6.41484, 29.04922], [-18.74848, 6.09159, 26.58279], [-18.90728, 3.72630, 25.44336], [-21.09556, 3.34708, 24.46410], [-21.87842, 4.52958, 22.46738], [-20.48208, 6.37848, 21.57615], [-18.34445, 6.93668, 22.63642], [-18.07348, 8.03905, 25.29016], [-17.54148, 10.39614, 24.94750], [-15.48690, 11.03858, 23.76021], [-14.02649, 9.30338, 22.72636], [-14.61135, 6.87074, 23.01763], [-15.55129, 2.58357, 22.24540], [-16.44369, 3.56958, 21.50141], [-18.09906, 2.97350, 21.78401], [-18.40241, 1.43732, 21.89358], [-18.60051, 1.01493, 23.38587], [-17.34091, 1.26813, 24.22847], [-15.82093, 0.12840, 24.24604], [-14.46572, 0.64641, 23.87744], [-16.27544, -0.80728, 22.79382], [-16.99549, -1.97706, 23.04513], [-17.14475, -2.91876, 22.04152], [-16.65251, -2.62919, 20.77999], [-15.90239, -1.50917, 20.54830], [-15.67480, -0.59187, 21.59219], [-16.30979, 3.15951, 19.74302], [-17.21357, 3.62357, 18.80800], [-17.03637, 3.20312, 17.46545], [-15.99600, 2.33282, 17.12875], [-15.09354, 1.95712, 18.07502], [-15.24750, 2.37080, 19.38425], [-18.71875, 3.38728, 20.96655], [-18.48966, 3.47516, 22.64906], [-17.65707, 0.86028, 21.36074], [-19.42175, 1.26890, 21.37081], [-18.88280, -0.03082, 23.49490], [-19.36059, 1.61846, 23.86134], [-17.71789, 1.14887, 25.25852], [-16.96019, 2.27570, 24.11966], [-17.35393, -2.17924, 24.06240], [-17.59944, -3.90215, 22.21520], [-16.74706, -3.33052, 19.97827], [-15.45962, -1.32896, 19.60849], [-15.00719, 0.27376, 21.48879], [-18.04169, 4.28489, 19.07536], [-17.74014, 3.47173, 16.70269], [-15.91156, 2.03815, 16.12415], [-14.19580, 1.38925, 17.82506], [-14.51070, 2.04787, 20.05053], [-10.29843, -3.33032, 23.75632], [-10.62912, -1.81055, 23.20428], [-11.95878, -1.45370, 22.12527], [-11.44997, 0.20466, 21.90774], [-10.40602, 0.50246, 22.62921], [-9.93417, -0.65618, 23.29910], [-8.60549, -0.60418, 23.84386], [-8.33029, -0.14174, 25.12300], [-7.03821, -0.23501, 25.58820], [-6.00550, -0.67089, 24.75695], [-6.31938, -1.15178, 23.49394], [-7.63377, -1.14944, 23.05180], [-12.29527, 1.39286, 20.93614], [-9.14057, 0.17882, 25.74344], [-6.72450, 0.11002, 26.57563], [-4.97236, -0.68318, 25.16869], [-5.56694, -1.66117, 22.87334], [-7.87963, -1.54069, 22.06857], [-12.05123, 4.79584, 22.86744], [-12.70810, 5.34437, 21.95530], [-13.78074, 4.89106, 21.48702], [-12.11400, 6.68345, 21.40429], [-12.78838, 7.31216, 20.38670], [-12.33842, 8.46720, 19.79140], [-11.18238, 9.05328, 20.31397], [-10.55497, 8.51117, 21.45264], [-10.98474, 7.26724, 21.93092], [-10.57081, 10.16408, 19.58322], [-9.58012, 10.68371, 20.06248], [-11.16334, 10.56803, 18.56511], [-13.71201, 6.87379, 20.02308], [-12.82496, 8.76658, 18.88054], [-9.65084, 8.88980, 21.88881], [-10.55620, 6.80370, 22.84237]]}